{
  "formula": "C7H36O13",
  "method": "ωB97M-V/def2-TZVPD",
  "charge": 1,
  "homo_ev": [-12.35, -12.34],
  "spin_multiplicity": 2,
  "energy_ev": -34445.683,
  "symbols": ["C", "O", "C", "C", "C", "C", "C", "C", "H", "H", "H", "H", "H", "H", "H", "H", "H", "H", "H", "H", "H", "H", "O", "H", "H", "O", "H", "H", "O", "H", "H", "O", "H", "H", "O", "H", "H", "O", "H", "H", "O", "H", "H", "O", "H", "H", "O", "H", "H", "O", "H", "H", "O", "H", "H", "O"],
  "coordinates": [[0.57912, -3.45786, 0.88661], [1.09554, -2.66493, -0.15065], [-0.86436, -3.28517, 1.33699], [-1.20474, -2.03554, 2.18813], [-1.33428, -0.92027, 1.25045], [-0.25121, -0.34736, 0.61459], [-3.17183, -0.59786, -0.27903], [-2.68634, -0.44255, 0.96619], [0.71726, -4.51459, 0.65391], [1.21516, -3.25255, 1.75854], [0.48397, -2.52832, -0.91912], [-1.53551, -3.29276, 0.47592], [-1.14717, -4.18552, 1.85994], [-2.10677, -2.26832, 2.76771], [-0.41117, -1.92603, 2.92434], [0.77880, -0.64648, 0.69408], [-0.28072, 0.34286, -0.21829], [-4.24428, -0.61854, -0.47875], [-2.62865, -0.75391, -1.21857], [-3.26531, 0.00502, 1.76664], [1.70849, -0.93924, -0.85021], [3.06005, -0.47444, -1.37783], [2.07739, -0.43129, -1.55751], [-0.56685, -0.72741, -1.88284], [-0.29901, -1.78181, -2.90631], [-0.56383, -1.71382, -1.98397], [-3.49865, -3.13071, -0.13443], [-3.64137, -3.17177, -1.63993], [-3.89205, -3.66669, -0.84663], [-1.16154, 3.78055, -0.80545], [-1.71962, 2.90377, 0.29586], [-1.95414, 3.27848, -0.55258], [5.01249, -0.64350, -0.45944], [5.00685, -1.78904, -1.49819], [4.84305, -0.87253, -1.38959], [1.59081, -0.32799, 2.46558], [2.83403, 0.17119, 3.15623], [2.55102, -0.29025, 2.35034], [2.82268, 0.76511, 0.78292], [2.27999, 1.75114, -0.29790], [3.01963, 1.58142, 0.28260], [-1.19162, 3.41099, 0.74064], [-0.32186, 2.20452, 1.22175], [-0.51829, 2.78422, 0.46370], [0.79723, 4.02771, -1.27270], [0.20260, 5.01211, -2.27055], [0.13228, 4.77470, -1.33400], [-0.12913, 1.42329, -2.48127], [-1.26401, 1.87614, -1.43984], [-0.86525, 1.11783, -1.95137], [2.17203, 1.38792, -2.14558], [1.53775, 2.26349, -3.23840], [1.59506, 2.17818, -2.28251], [-1.71417, 1.48975, 3.28186], [-1.13803, 2.76228, 3.74121], [-0.93268, 2.04297, 3.16860]],
  "atomic_forces_ev_per_a": [[0.29, -0.14, 0.81], [-0.40, 0.50, -0.20], [-0.26, -0.09, -1.12], [0.30, -0.79, 0.92], [-0.57, 0.89, 0.15], [0.75, -0.30, -1.18], [-0.67, 0.30, -0.91], [0.73, 0.32, -0.44], [-0.01, -0.12, -0.16], [0.06, -0.12, -0.15], [0.01, -0.33, 0.38], [0.09, -0.03, -0.25], [0.00, -0.17, 0.58], [-0.05, 0.38, -0.38], [0.27, 0.29, -0.03], [0.10, -0.33, 1.24], [-0.92, 0.40, -0.05], [0.06, 0.50, 0.41], [0.46, -0.30, 0.79], [-0.40, -0.88, 0.19], [-0.17, -0.75, 0.46], [-0.75, -0.16, -0.49], [1.39, 0.57, -0.53], [-0.14, -0.39, -0.04], [0.10, -0.40, -0.21], [-0.24, 0.87, -0.18], [-0.37, -0.46, -0.31], [-0.11, -0.31, -0.02], [0.44, 0.70, 0.28], [-0.60, 0.63, -0.87], [-5.75, -3.57, -3.70], [-8.83, 3.07, -6.71], [0.16, -0.21, -0.47], [0.33, -1.39, -0.02], [-0.48, 1.71, 0.64], [0.26, -0.01, 0.05], [0.21, -0.07, -0.32], [-0.47, -0.04, 0.50], [0.04, 0.65, -0.19], [-0.26, 0.03, -0.03], [0.38, -0.32, 0.52], [4.00, 3.61, 3.91], [0.73, 0.74, 0.40], [10.42, -4.42, 7.11], [-0.81, 1.12, 0.07], [-0.23, 0.21, 0.25], [1.40, -1.32, -0.42], [0.37, 0.51, 0.30], [0.20, -0.19, -0.67], [-1.15, -0.60, 0.45], [-0.66, 0.40, -0.08], [0.31, 0.27, -0.19], [0.54, -0.31, -0.25], [0.07, -0.16, -0.03], [0.12, 1.21, 0.75], [-0.27, -1.20, -0.55]],
  "lowdin_spin": [0.006, 0.077, 0.033, 0.031, 0.192, 0.367, 0.159, 0.052, 0.008, 0.002, 0.000, 0.000, 0.004, 0.002, 0.003, 0.011, 0.011, 0.010, 0.005, -0.001, -0.001, 0.000, -0.001, 0.001, 0.000, 0.006, 0.001, 0.000, 0.005, 0.000, 0.000, 0.003, 0.000, 0.000, 0.000, 0.001, 0.000, 0.001, 0.000, 0.000, 0.000, 0.000, 0.004, 0.005, 0.000, 0.000, 0.000, 0.000, 0.000, -0.001, 0.000, 0.000, 0.000, 0.000, 0.000, 0.003]
}

{
  "formula": "C2H2NO2",
  "method": "ωB97M-V/def2-TZVPD",
  "smiles": "C=NC(=O)[O-]",
  "charge": -1,
  "homo_ev": -3.48,
  "spin_multiplicity": 1,
  "energy_ev": -7691.180,
  "symbols": ["C", "N", "C", "O", "O", "H", "H"],
  "coordinates": [[0.00260, -0.76814, 0.89494], [-0.47315, -0.20506, -0.11658], [-0.11117, 0.87143, -0.88807], [0.57558, 0.34845, -1.99675], [-0.40709, 2.05998, -0.76847], [-0.55907, -1.65758, 1.25722], [0.97230, -0.64908, 1.61771]],
  "atomic_forces_ev_per_a": [[0.93, -1.08, 1.70], [-0.69, -0.19, 1.71], [3.95, -0.61, -6.46], [-2.28, 1.71, 4.08], [-0.43, -0.84, 1.24], [0.25, 0.37, -0.17], [-1.73, 0.65, -2.11]],
  "mulliken_charge": [-0.209, -0.326, 0.572, -0.766, -0.653, 0.205, 0.176]
}

{
  "formula": "C10H16O",
  "method": "ωB97M-V/def2-TZVPD",
  "smiles": "CCc1ccc(O)cc1.CC",
  "homo_ev": -8.40,
  "spin_multiplicity": 1,
  "energy_ev": -12674.539,
  "symbols": ["C", "C", "C", "C", "C", "C", "O", "C", "C", "H", "H", "H", "H", "H", "H", "H", "H", "H", "H", "C", "C", "H", "H", "H", "H", "H", "H"],
  "coordinates": [[-1.56034, 0.62167, 3.47496], [-1.24429, 1.10181, 2.01961], [-0.91705, -0.10608, 1.14407], [0.33101, -0.56507, 1.39683], [0.77247, -1.56996, 0.55697], [-0.06690, -2.29317, -0.32204], [0.31907, -3.25067, -1.17831], [-1.39051, -1.80154, -0.48855], [-1.84596, -0.69992, 0.38811], [-0.72977, -0.02007, 3.77034], [-2.48723, 0.04530, 3.58614], [-1.66284, 1.48596, 4.22011], [-2.17306, 1.37195, 1.61916], [-0.42586, 1.94209, 2.02375], [1.05027, -0.33845, 2.18837], [1.64744, -2.21783, 0.78770], [1.32967, -3.27016, -1.14981], [-2.10761, -2.30876, -1.25126], [-2.68866, -0.32419, -0.00046], [1.45837, 0.93674, -3.19311], [2.01473, 2.12693, -2.41572], [1.61292, 0.02845, -2.71853], [0.34843, 1.06988, -3.48376], [1.81148, 0.71110, -4.18047], [1.32071, 2.96385, -2.34750], [2.99492, 2.43920, -2.99060], [2.28860, 1.92096, -1.45599]],
  "atomic_forces_ev_per_a": [[0.42, 1.28, 0.61], [0.46, -0.15, 1.02], [0.02, 3.46, 3.65], [2.36, -2.72, -1.53], [0.54, -3.34, 0.37], [-2.73, 3.12, -0.44], [2.92, -0.69, 0.06], [-0.60, -0.21, 0.99], [3.66, -4.48, -3.75], [-0.08, 0.04, 0.44], [0.21, 0.05, -0.48], [0.34, -1.08, -1.07], [-1.25, 1.72, -0.54], [-1.70, -1.64, -0.22], [-0.71, 0.83, -0.19], [0.15, 1.18, -0.05], [-1.99, -0.23, -0.17], [1.40, 1.05, 1.51], [-3.40, 1.83, -0.24], [-2.79, 1.29, -1.23], [1.47, 1.05, -4.19], [-0.16, -1.73, 1.37], [1.37, -0.34, 1.13], [1.06, 0.66, -0.62], [0.12, 0.06, -0.38], [-1.85, -0.06, 1.33], [0.75, -0.95, 2.61]],
  "mulliken_charge": [-1.013, -0.783, 0.878, -0.723, -0.463, 0.602, -0.553, -0.417, -0.722, 0.313, 0.291, 0.298, 0.364, 0.277, 0.361, 0.272, 0.324, 0.264, 0.427, -0.790, -0.844, 0.189, 0.232, 0.396, 0.253, 0.231, 0.334]
}

{
  "formula": "C37H39F6N5O3PW",
  "method": "ωB97M-V/def2-TZVPD",
  "charge": 1,
  "homo_ev": -9.64,
  "spin_multiplicity": 1,
  "energy_ev": -80012.981,
  "symbols": ["W", "C", "C", "C", "C", "C", "C", "C", "C", "C", "H", "H", "H", "H", "H", "H", "H", "H", "H", "H", "H", "H", "N", "C", "C", "O", "O", "H", "H", "H", "H", "C", "C", "O", "C", "F", "F", "F", "C", "F", "F", "F", "H", "H", "H", "N", "P", "C", "C", "C", "C", "C", "C", "C", "C", "C", "C", "C", "C", "C", "C", "C", "C", "C", "C", "H", "H", "H", "H", "H", "H", "H", "H", "H", "H", "H", "H", "H", "H", "H", "N", "C", "C", "N", "C", "C", "N", "H", "H", "H", "H", "H"],
  "coordinates": [[-0.00019, 0.15293, -0.89111], [0.20194, 2.96359, 0.95331], [0.48361, 2.43499, -0.43244], [-0.07458, 3.10508, -1.56278], [0.55312, 3.17768, -2.76868], [-0.11860, 3.81126, -3.95594], [1.90617, 2.73400, -2.85962], [2.49487, 2.06969, -1.83878], [3.96591, 1.74743, -1.83915], [1.71238, 1.72235, -0.67720], [0.08821, 2.17210, 1.68499], [-0.69992, 3.57541, 0.96549], [1.03448, 3.59901, 1.26259], [-1.01072, 3.63605, -1.42975], [-0.65075, 3.05310, -4.54278], [0.60646, 4.28667, -4.61786], [-0.85032, 4.56005, -3.64769], [2.48120, 2.96839, -3.75288], [4.16462, 0.70703, -1.55319], [4.48784, 2.37714, -1.11459], [4.41436, 1.92996, -2.81681], [2.29902, 1.49839, 0.20234], [1.84277, -1.32073, -0.76501], [1.33357, -2.71874, -0.80825], [0.00502, -2.73327, -1.54236], [-0.30458, -3.59792, -2.32081], [-0.74113, -1.69320, -1.21770], [2.46213, -1.18390, -1.54912], [2.38508, -1.17650, 0.07734], [1.14732, -3.05823, 0.20950], [2.02913, -3.39942, -1.28877], [-3.54155, 2.22298, -2.34713], [-3.11608, 1.09163, -1.42806], [-1.74725, 0.88760, -1.54253], [-3.89471, -0.19434, -1.82329], [-3.69292, -0.43862, -3.14552], [-5.21127, -0.04821, -1.64581], [-3.50222, -1.27938, -1.16213], [-3.45534, 1.47944, 0.03771], [-4.74876, 1.76035, 0.20656], [-2.75489, 2.57823, 0.37442], [-3.12841, 0.50935, 0.91014], [-3.21373, 1.99469, -3.35952], [-3.06849, 3.14728, -2.02484], [-4.62356, 2.34804, -2.33574], [0.10235, -0.06991, 0.95887], [0.19656, -0.74904, 2.39030], [-0.02984, 0.44181, 3.71353], [0.94017, 0.72014, 4.67351], [0.68736, 1.67644, 5.64878], [-0.52130, 2.35682, 5.66108], [-1.49636, 2.07069, 4.71077], [-1.25557, 1.11319, 3.74170], [-1.02772, -2.01980, 2.69530], [-1.10583, -2.59246, 3.96653], [-2.04565, -3.57697, 4.21350], [-2.91405, -3.97995, 3.20220], [-2.84696, -3.39942, 1.94482], [-1.90202, -2.41381, 1.68479], [1.83618, -1.48293, 2.55240], [2.03229, -2.85069, 2.72852], [3.32306, -3.36883, 2.74184], [4.41505, -2.52777, 2.58107], [4.22642, -1.16019, 2.39837], [2.94183, -0.63886, 2.37733], [1.88227, 0.18845, 4.68130], [1.43604, 1.88641, 6.40182], [-0.70922, 3.10998, 6.41595], [-2.44458, 2.59366, 4.72704], [-2.01708, 0.88213, 3.00323], [-0.43840, -2.26426, 4.75631], [-2.11171, -4.02670, 5.19601], [-3.65175, -4.74660, 3.40367], [-3.53350, -3.70661, 1.16462], [-1.85003, -1.94704, 0.71200], [1.18234, -3.50979, 2.85792], [3.47334, -4.43306, 2.88127], [5.41855, -2.93689, 2.59851], [5.08156, -0.50356, 2.28126], [2.78568, 0.42537, 2.22862], [-1.54872, -1.71921, -5.57240], [-0.44721, -1.25564, -4.93443], [-0.58060, -0.55557, -3.72128], [0.45775, -0.11528, -3.03071], [1.66033, -0.33009, -3.59063], [1.77885, -0.96839, -4.80467], [0.74320, -1.44824, -5.48619], [-2.40652, -1.81201, -5.05702], [-1.39854, -2.36312, -6.33080], [-1.55817, -0.39379, -3.31971], [2.53063, 0.05052, -3.08289], [2.76024, -1.10858, -5.24049]],
  "atomic_forces_ev_per_a": [[0.25, 0.82, 3.10], [-0.13, 0.12, -0.10], [0.15, -0.44, 0.15], [-0.03, 0.27, -0.14], [-0.07, 0.14, -0.08], [0.01, -0.06, -0.01], [0.08, -0.05, -0.23], [0.25, -0.03, 0.03], [-0.07, -0.04, -0.02], [-0.24, 0.73, -0.35], [0.02, -0.03, 0.06], [0.05, -0.05, 0.01], [0.00, 0.06, 0.02], [-0.03, -0.13, 0.03], [0.06, 0.05, 0.02], [-0.03, 0.00, 0.02], [0.03, -0.04, -0.01], [-0.07, 0.01, 0.07], [-0.01, 0.05, -0.02], [0.02, -0.04, 0.01], [-0.02, -0.03, 0.04], [0.02, -0.37, 0.15], [-0.57, -0.03, -0.34], [0.03, 0.14, -0.04], [0.06, 0.21, -0.03], [-0.12, 0.08, 0.08], [-0.63, -0.41, -0.05], [0.21, 0.03, -0.09], [0.02, 0.14, 0.14], [0.03, 0.00, 0.05], [0.10, -0.03, 0.01], [-0.17, 0.10, -0.11], [0.32, -0.19, 0.27], [0.52, -0.45, 0.34], [0.04, 0.13, -0.13], [-0.08, -0.04, 0.19], [0.08, -0.07, -0.07], [-0.03, 0.06, 0.06], [0.15, 0.04, -0.19], [0.07, 0.00, 0.02], [-0.12, -0.21, 0.05], [0.00, 0.07, -0.09], [-0.02, 0.02, 0.02], [-0.04, -0.02, -0.01], [0.02, 0.04, -0.04], [-0.60, 0.02, -1.83], [0.15, -0.29, 0.48], [0.06, 0.15, 0.01], [-0.08, -0.03, 0.00], [-0.03, 0.03, 0.02], [0.01, -0.02, -0.03], [0.00, 0.01, 0.00], [-0.02, -0.05, -0.01], [-0.11, -0.01, -0.25], [0.00, -0.01, -0.01], [-0.02, -0.02, 0.02], [0.02, 0.01, 0.00], [-0.01, 0.01, 0.00], [0.04, -0.01, 0.11], [0.13, 0.04, -0.05], [0.05, 0.07, 0.07], [0.01, -0.01, 0.01], [0.00, -0.01, -0.02], [0.00, 0.02, 0.00], [-0.03, -0.07, 0.04], [0.01, 0.00, -0.03], [-0.01, 0.00, -0.03], [0.00, -0.03, -0.01], [0.04, -0.02, 0.01], [0.06, 0.05, 0.04], [-0.03, -0.01, 0.01], [0.01, 0.02, -0.03], [0.02, 0.02, 0.00], [0.05, 0.03, 0.04], [-0.01, -0.04, -0.03], [0.02, 0.00, -0.01], [-0.01, 0.07, -0.01], [-0.06, 0.03, 0.00], [-0.07, -0.05, 0.00], [0.03, -0.03, 0.03], [0.03, 0.05, 0.02], [-0.01, 0.05, -0.17], [-0.32, 0.03, -0.33], [-0.02, -0.68, -0.89], [0.57, 0.16, -0.06], [0.03, -0.02, -0.08], [0.13, -0.01, 0.06], [-0.03, -0.02, 0.02], [0.02, 0.00, -0.01], [-0.12, -0.02, 0.15], [-0.01, -0.01, -0.03], [0.00, -0.01, -0.01]],
  "mulliken_charge": [1.303, -1.589, 0.220, -1.147, 0.566, -1.670, -0.266, -0.128, -1.453, 0.720, 0.321, 0.481, 0.401, 0.674, 0.221, 0.451, 0.362, 0.422, 0.313, 0.423, 0.340, 0.339, -0.648, 0.187, 0.058, -0.680, -0.509, 0.432, -0.037, -0.112, 0.525, -1.713, 0.212, 1.893, 0.431, -0.311, -0.298, -0.072, 0.297, -0.297, -0.247, -0.118, 0.286, 0.384, 0.440, 0.479, 2.241, 0.189, -0.540, -0.677, -0.624, -0.677, -0.470, 0.377, -0.970, -0.746, -0.635, -1.187, 0.539, 0.196, -0.677, -0.799, -0.704, -0.717, -0.579, 0.368, 0.443, 0.404, 0.461, 0.343, 0.492, 0.444, 0.432, 0.534, -0.038, 0.493, 0.459, 0.426, 0.482, 0.484, -0.401, 0.471, 0.350, 0.349, -0.290, -1.074, -0.636, 0.209, 0.274, -0.699, 0.368, 0.426]
}

{
  "formula": "C6H6O",
  "method": "ωB97M-V/def2-TZVPD",
  "homo_ev": [-6.64, -7.38],
  "spin_multiplicity": 1,
  "energy_ev": -8361.696,
  "symbols": ["C", "C", "C", "C", "C", "O", "C", "H", "H", "H", "H", "H", "H"],
  "coordinates": [[2.47028, -1.10147, 0.35954], [1.47986, -0.32962, 0.76482], [0.28683, 0.15375, 0.24381], [-0.46183, 1.33862, 0.15942], [-1.83923, 1.02264, -0.28441], [-1.77513, -0.40283, -0.62746], [-0.61074, -0.81445, -0.27700], [3.13505, -1.57164, 1.08293], [-0.13276, 2.33536, 0.41037], [-2.63467, 1.06209, 0.47648], [-2.20496, 1.53122, -1.18334], [-0.41286, -1.87080, -0.44070], [2.70017, -1.35289, -0.68447]],
  "atomic_forces_ev_per_a": [[0.01, 0.04, 0.39], [1.16, -0.58, -0.32], [-2.06, -0.97, -0.83], [0.20, 0.81, 0.31], [-0.33, -0.27, -0.25], [-0.87, 0.64, -0.31], [1.82, -0.51, 0.65], [-0.02, 0.10, -0.04], [-0.04, -0.07, 0.00], [0.16, 0.26, 0.01], [0.11, 0.08, 0.12], [0.05, 0.16, 0.15], [-0.19, 0.31, 0.14]],
  "mulliken_charge": [-0.716, -0.448, 0.833, -0.611, -0.289, -0.347, -0.262, 0.237, 0.437, 0.218, 0.236, 0.442, 0.269]
}